Record 1
This record from the OMol25 dataset describes a molecular structure, C23H26NO3Sn. The level of theory is wB97M-V/def2-TZVPD.

* largest force on an atom: 0.057 hartree/bohr
* gap between HOMO and LUMO (alpha / beta): 0.183 / 0.174 Eh

```
! wB97M-V def2-TZVPD RIJCOSX def2/J DEFGRID3
* xyz -1 1
C 2.12615 0.07113 2.87915
C 2.15766 -0.64060 1.65349
C 1.85426 0.26609 0.60328
H 2.35531 -1.69964 1.51477
C 1.66186 1.55253 1.17977
C 1.82006 1.42509 2.58917
H 1.46075 2.47732 0.63734
C -1.03466 -2.00034 3.12881
C -0.04924 -2.86472 2.54970
C -0.31197 -2.96260 1.15547
H 0.78796 -3.32699 3.07366
C -1.43549 -2.13124 0.86193
C -1.90061 -1.57550 2.09443
H 1.80028 0.01751 -0.45716
H 1.65419 2.22390 3.30698
H 2.26742 -0.35435 3.86504
H -2.73647 -0.88375 2.18130
H 0.25790 -3.54260 0.42379
H -1.12811 -1.74677 4.18164
Sn -1.68704 2.84499 1.26860
C -1.89093 -1.61310 -0.48447
C -3.41116 -1.74306 -0.68280
C -1.16837 -2.32337 -1.63533
H -3.71569 -2.79001 -0.51958
H -3.68456 -1.49819 -1.71947
H -3.98224 -1.09940 -0.00172
H -1.31487 -3.41026 -1.55357
H -0.09269 -2.10702 -1.62043
H -1.57801 -2.00622 -2.60243
C -1.37696 -0.13539 -0.33801
C -1.98073 1.00477 -1.04933
H -0.29392 -0.15113 -0.57918
H -1.42918 0.20256 0.70850
O -2.51923 1.96741 -0.35851
N -1.51228 1.26146 -2.31271
C -0.38635 2.20860 -2.38059
H -2.23071 1.36103 -3.01788
C 0.96216 1.61113 -2.68815
C 2.08883 2.35764 -2.30750
H 1.92498 3.31461 -1.80576
C 3.38252 1.88653 -2.52585
H 4.23694 2.48207 -2.18098
C 3.56462 0.66882 -3.20351
H 4.58384 0.32885 -3.42211
C 2.45085 -0.09159 -3.59197
H 2.61000 -1.04341 -4.11703
C 1.14624 0.37571 -3.32224
H 0.27908 -0.22220 -3.61386
H -0.27672 2.69939 -1.39789
H -0.63092 3.01023 -3.09069
O -1.35201 1.93022 5.83138
C -0.93158 1.59817 4.71010
O -1.24238 2.02086 3.51845
H -0.14879 0.79487 4.66398
*
```

Computed natural (NBO) charges, given in elementary charges:
1 C -0.342
2 C -0.300
3 C -0.373
4 H 0.188
5 C -0.385
6 C -0.321
7 H 0.175
8 C -0.249
9 C -0.084
10 C -0.379
11 H 0.206
12 C 0.127
13 C -0.286
14 H 0.189
15 H 0.198
16 H 0.191
17 H 0.211
18 H 0.213
19 H 0.220
20 Sn 1.408
21 C -0.089
22 C -0.602
23 C -0.606
24 H 0.208
25 H 0.205
26 H 0.214
27 H 0.205
28 H 0.223
29 H 0.204
30 C -0.491
31 C 0.467
32 H 0.268
33 H 0.207
34 O -0.952
35 N -0.698
36 C -0.235
37 H 0.371
38 C -0.054
39 C -0.197
40 H 0.206
41 C -0.197
42 H 0.213
43 C -0.224
44 H 0.207
45 C -0.231
46 H 0.207
47 C -0.166
48 H 0.215
49 H 0.185
50 H 0.200
51 O -0.690
52 C 0.663
53 O -0.917
54 H 0.072

Record 2
This record from the OMol25 dataset describes a molecular structure, C23H27BBeFKNNaO10. The level of theory is wB97M-V/def2-TZVPD.

* largest force on an atom: 0.020 hartree/bohr
* gap between HOMO and LUMO: 0.060 Eh

```
! wB97M-V def2-TZVPD RIJCOSX def2/J DEFGRID3
* xyz 0 1
C 4.03906 -1.05288 -2.03164
C 4.74230 -0.72890 -3.33947
O 4.54859 0.60903 -3.83507
C 4.20083 1.56411 -2.91143
O 5.00315 1.99561 -2.12083
C 2.76737 2.03751 -3.02142
C 2.08454 2.03245 -1.65020
C 0.54152 2.18944 -1.76961
N -0.03457 0.96421 -2.16521
B -0.57150 0.79834 -3.49031
O -0.30278 1.70547 -4.50216
O -1.39652 -0.30019 -3.75106
C -0.69017 -1.54368 -3.75427
H 4.43783 -0.49331 -1.18295
H 2.95332 -0.92469 -2.11019
H 4.21274 -2.11555 -1.82848
H 5.81232 -0.97220 -3.24410
H 4.35296 -1.38544 -4.12488
H 2.23264 1.42161 -3.74769
H 2.77153 3.05934 -3.41971
H 2.30172 1.11474 -1.09465
H 2.46733 2.86728 -1.05236
H 0.21473 2.41192 -0.73537
H 0.28866 3.05033 -2.40340
H -0.24992 1.28016 -5.36367
H 0.39091 -1.40947 -3.88441
H -0.85446 -2.07896 -2.81462
H -1.06806 -2.15544 -4.57822
Be 7.23159 0.53580 -3.79245
C 7.84985 1.79780 -0.13148
O 7.82710 0.60689 0.65070
H 7.01951 1.73752 -0.82698
H 7.71999 2.68768 0.49155
H 8.77982 1.88470 -0.69944
H 8.55769 0.63920 1.27303
C -4.68131 0.00461 -1.87779
C -3.44346 0.58198 -1.61680
C -2.86374 0.44541 -0.37080
C -3.51780 -0.26941 0.62449
C -4.77313 -0.83133 0.37801
C -5.34835 -0.69189 -0.88051
C -5.52467 -1.56803 1.44717
O -6.61104 -2.04542 1.22075
C -4.87346 -1.68268 2.78671
C -5.55526 -2.24296 3.85544
C -4.94999 -2.34034 5.10883
C -3.64718 -1.90670 5.29732
C -2.96417 -1.30025 4.24495
C -3.57619 -1.16620 3.00087
C -2.84780 -0.42310 1.93825
O -1.75910 0.08371 2.15661
H -5.12339 0.09570 -2.86124
H -2.92085 1.13175 -2.38485
H -1.89026 0.87034 -0.16682
H -6.31499 -1.14149 -1.06305
H -6.58195 -2.57228 3.76982
H -5.54446 -2.73256 5.92018
H -3.16420 -1.98815 6.26256
H -1.96416 -0.91284 4.39423
C 0.42121 -0.68540 6.46714
O -0.79353 -0.96018 6.44006
O 1.00715 -0.22505 7.50892
O 1.16399 -0.72490 5.43587
K 0.49960 2.03539 6.51570
Na -4.49409 0.86472 4.24141
F -7.54502 -1.53283 5.16907
*
```

Computed natural (NBO) charges, given in elementary charges:
1 C -0.663
2 C -0.078
3 O -0.572
4 C 0.837
5 O -0.569
6 C -0.532
7 C -0.361
8 C -0.265
9 N -0.563
10 B 1.138
11 O -0.889
12 O -0.732
13 C -0.243
14 H 0.232
15 H 0.214
16 H 0.235
17 H 0.167
18 H 0.195
19 H 0.233
20 H 0.245
21 H 0.223
22 H 0.222
23 H 0.229
24 H 0.186
25 H 0.501
26 H 0.165
27 H 0.190
28 H 0.189
29 Be 0.021
30 C -0.256
31 O -0.726
32 H 0.204
33 H 0.155
34 H 0.161
35 H 0.461
36 C -0.186
37 C -0.179
38 C -0.182
39 C -0.085
40 C -0.146
41 C -0.157
42 C 0.524
43 O -0.491
44 C -0.122
45 C -0.124
46 C -0.145
47 C -0.227
48 C -0.257
49 C -0.251
50 C 0.520
51 O -0.565
52 H 0.221
53 H 0.218
54 H 0.238
55 H 0.243
56 H 0.316
57 H 0.264
58 H 0.241
59 H 0.262
60 C 0.867
61 O -0.618
62 O -0.653
63 O -0.532
64 K 0.990
65 Na 0.984
66 F -0.921

Record 3
This record from the OMol25 dataset describes a molecular structure, C23H27BrGeN2O3Yb. The level of theory is wB97M-V/def2-TZVPD.

* largest force on an atom: 0.052 hartree/bohr
* gap between HOMO and LUMO (alpha / beta): 0.224 / 0.204 Eh
* <S²>: 0.802

```
! wB97M-V def2-TZVPD RIJCOSX def2/J DEFGRID3
* xyz 1 2
Yb -0.20147 -0.00833 -1.12427
O -2.48230 -3.38343 3.55157
C -2.25978 -2.22995 2.84507
C -2.12693 -0.99089 3.44513
C -1.94997 0.08647 2.64526
N -1.65868 -0.03044 1.29991
C -1.77046 -1.24301 0.88066
Br -1.40537 -2.33319 -2.46268
C -2.11567 -2.39891 1.46035
H -2.69032 -3.23223 4.50541
H -2.15363 -0.88812 4.53410
H -1.97050 1.10288 3.01850
H -2.36988 -3.31191 0.94046
C -4.56750 0.10640 -1.65857
Ge -3.44956 1.26739 -2.77187
C -3.48433 0.24311 -4.41899
C -4.65705 2.77505 -3.14268
C -1.67050 1.91935 -2.14466
H -5.56398 -0.01579 -2.10262
H -4.77633 0.50819 -0.61673
H -4.08929 -0.89085 -1.53857
H -4.53022 -0.06528 -4.55815
H -2.89553 -0.68083 -4.35070
H -3.10821 0.86250 -5.28145
H -5.66478 2.34846 -3.37306
H -4.32792 3.31329 -4.05238
H -4.70125 3.42249 -2.26192
H -1.53618 2.98480 -2.35565
C 1.47786 2.44174 0.24985
O 1.26603 1.10262 0.69403
C 1.81466 0.64579 1.84590
C 2.33697 1.45852 2.85552
C 2.79749 0.89686 4.04911
C 2.87672 -0.49115 4.24277
C 2.47246 -1.32420 3.17498
C 1.87740 -0.76454 2.03781
N 1.46558 -1.66544 1.01584
C 1.81167 -1.80767 -0.29859
C 2.96634 -1.21656 -0.86990
C 4.25852 -1.27695 -0.31595
C 5.33031 -0.76446 -1.00433
C 5.18107 0.01322 -2.16350
C 3.91484 0.36566 -2.60402
C 2.76933 -0.23475 -1.98373
O 1.56921 0.00192 -2.46709
H 0.93253 2.59963 -0.67980
H 2.54184 2.60288 0.10184
H 1.04998 3.09461 0.98699
H 2.38663 2.53196 2.74600
H 3.05784 1.56757 4.84243
H 3.30764 -0.90851 5.16523
H 2.58245 -2.40153 3.23791
H 0.58703 -2.14107 1.26697
H 1.02422 -2.22482 -0.94033
H 4.39313 -1.78293 0.63919
H 6.33209 -0.94216 -0.60799
H 6.05191 0.33577 -2.70125
H 3.74382 1.05078 -3.42739
*
```

Computed natural (NBO) charges, given in elementary charges:
1 Yb 1.261
2 O -0.645
3 C 0.387
4 C -0.355
5 C 0.082
6 N -0.536
7 C 0.283
8 Br -0.651
9 C -0.401
10 H 0.499
11 H 0.246
12 H 0.216
13 H 0.284
14 C -1.069
15 Ge 1.428
16 C -1.040
17 C -1.076
18 C -0.478
19 H 0.250
20 H 0.228
21 H 0.252
22 H 0.247
23 H 0.264
24 H 0.237
25 H 0.242
26 H 0.234
27 H 0.226
28 H 0.145
29 C -0.248
30 O -0.533
31 C 0.294
32 C -0.273
33 C -0.162
34 C -0.221
35 C -0.189
36 C 0.098
37 N -0.530
38 C 0.217
39 C -0.274
40 C -0.137
41 C -0.264
42 C -0.110
43 C -0.301
44 C 0.464
45 O -0.778
46 H 0.214
47 H 0.212
48 H 0.198
49 H 0.236
50 H 0.232
51 H 0.242
52 H 0.235
53 H 0.430
54 H 0.262
55 H 0.220
56 H 0.232
57 H 0.231
58 H 0.242

Listing ΔE to the lowest compared entry with this formula, charge and spin for the structures above in their given order: 97.9; 0.0; 0.0 kcal/mol.